(1)
Entry from the Open Molecules 2025 dataset: a structure of composition C28H48AsB2F4N7O4PbS5Si (ωB97M-V/def2-TZVPD).

Geometry (Å):
Pb -0.24562 0.04807 -0.76484
C -1.99473 -4.22325 -1.25921
C -2.20155 -2.89587 -0.57927
N -2.84038 -1.90956 -1.07471
O -3.34396 -2.14223 -2.29174
B -4.41137 -1.20324 -2.74142
F -5.53926 -1.29431 -1.89373
F -4.76456 -1.68466 -4.02316
O -3.96351 0.19653 -2.99691
N -3.40216 1.13169 -2.16614
C -3.63489 1.19914 -0.93543
C -4.53144 0.46669 0.01437
C -2.67912 2.08881 1.52692
N -2.04290 1.00615 1.65637
O -1.84800 0.68325 2.95531
B -1.57419 -0.74602 3.26906
F -2.82062 -1.42801 3.32776
F -0.95001 -0.73909 4.52857
O -0.63229 -1.46065 2.36722
N -1.02012 -1.63364 1.06303
C -1.67962 -2.69623 0.80952
C -1.95199 -3.77971 1.81152
C -3.28311 2.92899 2.60458
H -2.22737 -4.11696 -2.31628
H -2.64977 -4.98758 -0.83248
H -0.95908 -4.55100 -1.13484
H -5.31322 -0.04544 -0.53783
H -4.98230 1.17637 0.71461
H -3.96365 -0.26603 0.58159
H -2.02309 -3.34924 2.80565
H -1.12651 -4.50019 1.80344
H -2.87715 -4.30032 1.56712
H -4.26811 2.52992 2.86945
H -3.40876 3.96531 2.29016
H -2.66589 2.87390 3.49788
S -3.79450 6.91541 1.66869
As -1.83039 6.62170 0.98389
S -0.99701 3.07493 -0.84318
S -2.83383 2.71696 -0.17570
S -0.52179 7.96241 1.94772
N 0.88996 1.09949 1.08982
C 1.16021 1.70789 2.03606
N 1.52828 2.41144 3.08460
C 1.49626 1.82355 4.43267
C 0.45781 2.52602 5.29624
C 0.68650 4.03956 5.28574
C 0.64264 4.58124 3.85439
C 1.67552 3.87837 2.98900
H 2.49304 1.94427 4.87279
H 1.27287 0.76247 4.34511
H 0.51465 2.12393 6.31214
H -0.53208 2.28602 4.90254
H 1.66585 4.26576 5.72678
H -0.06789 4.54154 5.89589
H 0.82417 5.65458 3.82044
H -0.34437 4.41132 3.42454
H 2.68422 4.13271 3.33309
H 1.58002 4.17864 1.94724
S -0.30477 0.44693 -3.82478
C -0.93052 -0.76719 -4.78561
N -1.93121 -0.44287 -5.66525
C -2.46854 -1.29288 -6.56468
C -2.00723 -2.56148 -6.67232
C -1.01201 -2.98307 -5.75780
C -0.50769 -2.12672 -4.82962
H -2.35311 0.45925 -5.48890
H -3.27199 -0.90479 -7.17265
H -2.42671 -3.23800 -7.40153
H -0.66007 -4.00664 -5.79700
H 0.23777 -2.43999 -4.11526
C 2.57744 -2.12918 -2.65248
Si 2.35486 -0.97764 -1.12943
C 3.61790 0.46966 -1.52223
C 4.10403 1.16743 -0.24424
C 2.88395 1.51719 -2.37193
C 4.84052 -0.00146 -2.31999
C 3.07390 -2.10793 0.29465
C 2.28233 -3.42500 0.26711
C 4.56442 -2.43173 0.13648
C 2.86415 -1.46956 1.67872
H 3.58689 -2.55667 -2.71724
H 2.38868 -1.56398 -3.57507
H 1.86700 -2.96421 -2.62686
H 3.26331 1.52519 0.35646
H 4.72984 2.03660 -0.50251
H 4.71203 0.50070 0.37831
H 2.03523 1.95972 -1.83193
H 2.49188 1.08377 -3.29703
H 3.56676 2.33646 -2.64436
H 5.40109 -0.78158 -1.79153
H 5.52258 0.84456 -2.49672
H 4.54319 -0.40218 -3.29500
H 2.46386 -3.98728 -0.65625
H 1.20387 -3.23042 0.34689
H 2.57305 -4.06386 1.11480
H 4.78297 -2.88403 -0.83847
H 4.88469 -3.13873 0.91702
H 5.17800 -1.53009 0.23585
H 1.80352 -1.34215 1.90839
H 3.34282 -0.48483 1.74689
H 3.30152 -2.11314 2.46045

Net charge: -2
E_HOMO, eV: -2.20
Largest force on an atom, Eh/bohr: 0.016
Kohn-Sham gap, eV: 5.92

***

(2)
Entry from the Open Molecules 2025 dataset: a cluster of 11 separate species, C28H48F6O23S5 in total at a distorted geometry (ωB97M-V/def2-TZVPD).

Geometry (Å):
C 2.51506 0.13549 3.60592
C 3.24676 0.33781 2.29630
O 3.40729 -0.93558 1.74504
C 3.13776 -1.82898 2.73217
O 3.24294 -2.98695 2.63567
O 2.78619 -1.20543 3.86517
F 4.55503 0.82817 2.61654
H 1.46455 0.33288 3.51045
H 3.01212 0.67935 4.42174
H 2.93250 1.00126 1.49033
C -5.02485 -3.02060 -3.22780
C -5.20043 -1.53355 -3.07165
O -5.57941 -1.22548 -1.79012
C -5.91703 -2.44866 -1.16100
O -6.45003 -2.46943 -0.06771
O -5.56375 -3.42545 -1.95361
F -6.25217 -1.20759 -3.91972
H -3.94176 -3.29368 -3.19834
H -5.55071 -3.32022 -4.13231
H -4.29175 -0.98740 -3.24838
C -2.08781 2.79390 -2.57339
C -2.77824 2.62423 -3.94554
O -1.94829 3.27304 -4.81265
C -1.23074 4.27186 -4.11416
O -0.69724 5.25242 -4.57875
O -1.30986 3.99172 -2.83542
F -4.04302 3.25005 -3.95191
H -1.46003 1.94082 -2.30942
H -2.86978 3.02402 -1.82878
H -2.95658 1.60750 -4.35055
C 2.61725 3.50634 -1.83111
C 1.98847 2.19263 -1.64438
O 3.04776 1.29721 -1.72812
C 4.11120 1.94515 -2.32160
O 5.10683 1.36772 -2.56734
O 3.83976 3.20763 -2.51854
F 1.08182 2.00574 -2.63117
H 2.73676 3.90610 -0.83284
H 1.97948 4.16220 -2.45238
H 1.43545 2.06759 -0.69094
C -3.08931 -1.60564 4.21657
C -2.35818 -0.31070 4.15596
O -3.05434 0.31461 3.17049
C -3.78682 -0.51602 2.40455
O -4.42854 -0.25974 1.38934
O -3.80759 -1.70991 3.01299
F -1.05509 -0.57314 3.66419
H -3.77743 -1.66332 5.06824
H -2.42688 -2.46902 4.32474
H -2.42653 0.39220 5.07154
C -1.89934 -0.79793 -1.04048
C -0.70198 -0.05404 -0.55116
O -0.02812 -0.97557 0.28001
C -0.87321 -2.06491 0.55793
O -0.47135 -2.87278 1.34158
O -2.01423 -1.90917 -0.04634
F -1.12058 1.03866 0.19866
H -1.70175 -1.24076 -2.01455
H -2.82016 -0.22873 -0.98788
H -0.00795 0.43254 -1.20049
C 0.28071 -5.40505 4.03803
S 0.13128 -7.01148 3.23345
O 0.68321 -6.90816 1.85976
C 1.36973 -7.84733 4.22909
H 1.32119 -5.04288 4.00582
H -0.13710 -5.50088 5.02074
H -0.34984 -4.73920 3.37612
H 2.24691 -7.94999 3.56357
H 0.98380 -8.80270 4.57851
H 1.62014 -7.24865 5.10942
C 2.89040 -4.42405 -0.25908
S 3.18883 -4.21649 -1.96592
O 1.84751 -4.05627 -2.66845
C 3.98049 -2.60160 -1.81197
H 3.76291 -4.15717 0.30314
H 2.52411 -5.45914 -0.09840
H 2.10768 -3.73560 0.05454
H 3.70364 -1.98682 -0.97403
H 3.87811 -2.07374 -2.74338
H 5.03039 -2.87921 -1.73372
C 0.47727 4.14506 4.80046
S 1.95487 3.44251 4.10767
O 1.59605 2.89107 2.78979
C 2.79012 5.05166 3.80467
H 0.33240 5.18479 4.45333
H 0.69551 4.18192 5.84799
H -0.38278 3.45013 4.54387
H 3.68387 4.84188 3.23835
H 3.04703 5.45801 4.78250
H 2.13098 5.70244 3.28558
C 0.89160 6.44691 -1.47905
S 0.46259 5.35763 -0.13345
O 1.10060 5.87574 1.08770
C -1.32389 5.62457 -0.22510
H 0.42808 7.39572 -1.35244
H 0.63284 6.12649 -2.49405
H 1.95360 6.56723 -1.38714
H -1.52998 6.68112 -0.33247
H -1.80739 5.25781 0.69528
H -1.70632 5.04808 -1.05854
C 1.03691 -1.53099 -3.47910
S 0.17776 -0.56018 -4.67593
O -0.96775 0.01581 -3.86116
C -0.36026 -2.08022 -5.36912
H 0.38788 -2.19724 -2.92828
H 1.55444 -0.91910 -2.74814
H 1.83401 -2.10481 -3.97366
H -0.99414 -2.73021 -4.78167
H 0.46490 -2.76527 -5.60443
H -0.86704 -1.85263 -6.31628

Energy above the lowest of the compared OMol25 structures with the same formula, charge and spin, eV: 0.924
E_HOMO, eV: -8.67
Largest force on an atom, Eh/bohr: 0.072
Kohn-Sham gap, eV: 8.78

***

(3)
Entry from the Open Molecules 2025 dataset: a structure of composition C28H49N6OPdSi4Te (ωB97M-V/def2-TZVPD).

Geometry (Å):
Pd -0.75693 -1.87015 -0.69423
C -0.20060 -4.76502 1.00909
N -0.49310 -4.47579 -0.38424
C -1.69594 -5.07564 -0.93765
C -2.86805 -4.14345 -0.82405
N -2.78405 -2.85422 -0.98077
C -4.08958 -2.36108 -0.88959
C -4.56578 -1.05660 -0.99155
C -5.92951 -0.86629 -0.88704
C -6.80625 -1.94593 -0.67837
C -6.34328 -3.24287 -0.57337
C -4.96615 -3.42134 -0.68749
N -4.14917 -4.55089 -0.64497
C -0.51639 -3.58006 1.88409
N -0.90022 -2.40809 1.45453
C -1.14272 -1.62804 2.59532
C -1.64616 -0.33508 2.70272
C -1.82467 0.17497 3.97505
C -1.49380 -0.57776 5.11441
C -1.00169 -1.86575 5.01581
C -0.85281 -2.37739 3.72958
N -0.44977 -3.61946 3.24042
H 0.84873 -5.02275 1.12978
H -0.77699 -5.61863 1.36738
H 0.28553 -4.65699 -0.98471
H -1.93855 -6.03586 -0.47980
H -1.52505 -5.25225 -1.99623
H -3.87801 -0.23485 -1.15052
H -6.33962 0.13342 -0.96988
H -7.87143 -1.75627 -0.59931
H -7.01962 -4.07622 -0.41057
H -4.45850 -5.49935 -0.53939
H -1.88336 0.22615 1.80675
H -2.22268 1.17630 4.09945
H -1.63304 -0.14056 6.09744
H -0.75456 -2.44631 5.89974
H -0.18405 -4.41638 3.78946
C 1.91620 -1.26388 -4.54105
N 2.60411 -1.92255 -3.42294
C 4.04941 -1.69153 -3.23386
C 1.93260 -2.67506 -2.54912
O 0.71681 -2.91229 -2.57345
H 2.30056 -1.64050 -5.49168
H 2.06940 -0.18431 -4.49798
H 0.85607 -1.47509 -4.47786
H 4.43494 -1.16908 -4.10727
H 4.58874 -2.63439 -3.13894
H 4.25043 -1.08031 -2.35677
H 2.58815 -3.10592 -1.77648
C 1.59984 1.11141 3.12398
Si 2.47635 1.59603 1.56371
C 3.66033 2.98983 1.93833
C 3.40835 0.10318 0.95128
Si 1.05421 2.37260 -0.12498
Te -0.10762 0.46179 -1.32081
Si 2.34750 3.16249 -1.91109
C 3.15876 4.78529 -1.49613
C 1.29139 3.36495 -3.42794
C 3.65545 1.87095 -2.24195
Si -0.49931 3.98292 0.56001
C -1.55791 3.32698 1.94009
C 0.48822 5.42803 1.19865
C -1.56672 4.48246 -0.87439
H 2.31458 0.66732 3.82980
H 0.81523 0.37330 2.92142
H 1.12963 1.97594 3.61468
H 4.32762 2.71776 2.77003
H 3.11406 3.90022 2.22768
H 4.28658 3.23762 1.06748
H 4.04574 -0.29976 1.74789
H 4.04725 0.35036 0.09190
H 2.70249 -0.68132 0.64134
H 2.41375 5.59003 -1.42079
H 3.87333 5.06259 -2.28386
H 3.70336 4.73920 -0.54292
H 0.51032 4.12438 -3.26674
H 0.78716 2.42286 -3.68623
H 1.90134 3.67938 -4.28576
H 4.48070 1.94473 -1.51914
H 4.07537 1.97605 -3.25192
H 3.21579 0.86489 -2.15086
H -0.93841 3.00958 2.79017
H -2.15149 2.46360 1.60992
H -2.25178 4.10228 2.29014
H 1.02864 5.15272 2.11654
H -0.17437 6.27239 1.43991
H 1.22811 5.77586 0.46327
H -1.96644 3.59876 -1.39129
H -0.99475 5.06936 -1.60713
H -2.41223 5.09238 -0.53414

Net charge: +1
Energy above the lowest of the compared OMol25 structures with the same formula, charge and spin, eV: 0.323
2S+1: 3
E_HOMO (spin up / spin down), eV: -9.96 / -10.05
Largest force on an atom, Eh/bohr: 0.014
Kohn-Sham gap (spin up / spin down), eV: 8.10 / 6.04

***

(4)
Entry from the Open Molecules 2025 dataset: a structure of composition C28H49N7 at a distorted geometry (ωB97M-V/def2-TZVPD).

Geometry (Å):
C 5.21242 0.56949 -1.43294
C 4.01017 1.45162 -1.01439
C 3.11116 0.65905 0.00506
C 2.56875 -0.61886 -0.47705
N 2.15519 -1.71774 -0.72832
H 4.89187 -0.36909 -1.88508
H 5.97425 0.44608 -0.66320
H 5.81943 1.08688 -2.17586
H 3.46748 1.68555 -1.93028
H 4.50407 2.31283 -0.56439
H 2.22189 1.22485 0.28284
H 3.61813 0.62676 0.96945
C -2.16710 1.34768 -1.81069
C -2.37739 0.97057 -3.31824
C -2.89340 -0.41243 -3.41993
C -1.96176 -1.46148 -2.89687
N -1.21548 -2.21712 -2.47337
H -1.62186 2.29150 -1.81552
H -1.48002 0.69060 -1.27751
H -3.03808 1.43794 -1.16159
H -1.40799 0.93978 -3.81564
H -3.04318 1.64900 -3.85166
H -2.93301 -0.61518 -4.49017
H -3.91701 -0.56479 -3.07769
C 0.27186 0.22642 -3.07899
C 1.39818 -0.91964 -3.20209
C 2.80186 -0.42032 -3.37216
C 2.97638 0.89610 -4.14418
N 3.10894 1.90379 -4.67738
H 0.63851 1.04445 -2.45891
H -0.75782 -0.08818 -2.90894
H 0.07345 0.71244 -4.03425
H 1.12563 -1.40111 -4.14123
H 1.22197 -1.61074 -2.37781
H 3.43144 -1.20259 -3.79615
H 3.24458 -0.12187 -2.42188
C -1.31703 -2.41727 7.57600
C -1.03039 -1.53320 6.41000
C -0.65282 -2.32637 5.19125
C -0.73687 -1.52542 3.91212
N -0.72929 -0.93351 2.97045
H -1.60251 -1.86756 8.47290
H -0.43545 -3.02767 7.77176
H -2.15221 -3.07697 7.34068
H -0.23977 -0.81396 6.62384
H -1.89248 -0.89236 6.22500
H -1.35617 -3.12020 4.93976
H 0.36060 -2.63994 5.44175
C -1.72431 -0.29343 1.17409
C -0.55798 -1.11888 0.49075
C 0.18145 -0.69069 -0.80977
C 0.59715 0.67285 -0.79354
N 0.95056 1.78093 -0.97999
H -2.73827 -0.51399 0.84043
H -1.60736 0.77154 0.97344
H -1.66849 -0.47761 2.24696
H -1.00593 -2.07598 0.22355
H 0.16666 -1.19775 1.30117
H -0.45252 -0.86111 -1.67990
H 1.06392 -1.26513 -1.09149
C 3.49644 3.61652 -2.45707
C 2.16595 3.37310 -1.76750
C 1.85268 4.35373 -0.64597
C 2.73695 4.24825 0.51827
N 3.44772 4.06525 1.43915
H 3.52889 2.74600 -3.11224
H 4.40260 3.55289 -1.85465
H 3.53118 4.56565 -2.99191
H 1.96118 2.36809 -1.39855
H 1.35944 3.56075 -2.47632
H 0.80325 4.24922 -0.37052
H 2.08103 5.33768 -1.05557
C -4.83989 -1.39721 3.15331
C -4.84176 -1.89710 1.72456
C -3.52722 -2.59937 1.34342
C -3.57046 -4.03806 1.67306
N -3.67279 -5.17126 1.91549
H -4.54735 -2.20999 3.81808
H -5.86027 -1.08103 3.37000
H -4.22439 -0.50944 3.29861
H -4.94676 -1.04257 1.05607
H -5.68598 -2.53673 1.46712
H -2.83283 -2.00116 1.93337
H -3.27167 -2.54174 0.28537

Energy above the lowest of the compared OMol25 structures with the same formula, charge and spin, eV: 18.210
E_HOMO, eV: -8.35
Largest force on an atom, Eh/bohr: 0.215
Kohn-Sham gap, eV: 8.70

***

(5)
Entry from the Open Molecules 2025 dataset: a structure of composition C28H49N7Pb at a distorted geometry (ωB97M-V/def2-TZVPD).

Geometry (Å):
Pb -0.29368 -0.27440 -0.19636
C 2.10320 -0.13313 4.89401
C 0.76376 -0.36794 5.55902
C -0.19831 -1.33143 4.86277
C -0.55497 -0.91000 3.49868
N -0.90624 -0.66117 2.43367
H 1.96251 0.26795 3.88392
H 2.69991 -1.03496 4.73319
H 2.62948 0.60553 5.49509
H 0.29173 0.62994 5.57581
H 0.83871 -0.47148 6.64346
H -1.13034 -1.41235 5.41769
H 0.33144 -2.28253 4.78558
C 0.52895 3.61770 4.30554
C 1.39424 4.03254 3.12413
C 0.63399 4.30103 1.84636
C 0.00133 3.07906 1.30506
N -0.47981 2.12299 0.89502
H -0.07026 2.73434 4.06838
H -0.20587 4.37650 4.58699
H 1.12039 3.43381 5.19991
H 2.19642 3.30163 2.98974
H 1.97632 4.93016 3.35363
H 1.28456 4.73484 1.08453
H -0.20853 4.99732 1.90949
C -3.00216 4.72440 -3.16555
C -3.48181 3.56222 -4.03470
C -2.42226 2.46100 -4.21412
C -2.02164 1.86193 -2.95388
N -1.71490 1.39476 -1.95518
H -3.16935 4.55929 -2.09898
H -3.54171 5.64063 -3.39879
H -1.93363 4.92104 -3.27576
H -3.76015 3.93632 -5.01936
H -4.40023 3.13159 -3.63230
H -1.51522 2.97951 -4.54613
H -2.73726 1.68526 -4.90788
C 0.56073 0.46744 -5.68091
C 0.97445 -1.01534 -5.60216
C -0.13730 -1.90421 -5.06863
C -0.40709 -1.69326 -3.65199
N -0.63368 -1.52176 -2.54145
H 0.27724 0.86639 -4.70106
H -0.35122 0.55758 -6.27902
H 1.32179 1.11454 -6.10651
H 1.87709 -1.06735 -4.99367
H 1.23898 -1.30708 -6.61667
H 0.17752 -2.94786 -5.14898
H -1.08807 -1.72246 -5.57333
C 0.79457 -4.92019 -2.67346
C 1.64581 -5.51388 -1.53875
C 2.66537 -4.52698 -0.96683
C 2.15980 -3.15101 -0.77292
N 1.76169 -2.08491 -0.62000
H 0.06219 -4.21871 -2.27817
H 0.28088 -5.71434 -3.21073
H 1.46377 -4.42006 -3.37838
H 2.18627 -6.36605 -1.94871
H 1.00093 -5.90905 -0.75462
H 3.53997 -4.46562 -1.61627
H 3.03631 -4.82559 0.01541
C -5.67759 -1.88641 2.71395
C -6.10923 -1.61537 1.28375
C -5.53771 -0.30147 0.74506
C -4.10099 -0.36120 0.42182
N -2.97806 -0.43727 0.20274
H -4.63369 -2.17926 2.80689
H -6.32387 -2.64096 3.16780
H -5.86827 -1.02125 3.35708
H -7.19531 -1.55351 1.21811
H -5.83756 -2.46837 0.66054
H -5.63310 0.56729 1.39796
H -6.00614 -0.03198 -0.20691
C 5.56810 -1.08336 0.79164
C 5.49323 0.11559 1.73115
C 4.49176 1.19228 1.27681
C 3.12059 0.69028 1.24913
N 2.05469 0.27380 1.20934
H 5.80683 -0.76993 -0.22558
H 4.60377 -1.59444 0.80440
H 6.34699 -1.77854 1.09779
H 6.45939 0.61026 1.85228
H 5.28032 -0.21068 2.75185
H 4.78989 1.63350 0.32799
H 4.46930 1.99682 2.01947

Net charge: +2
E_HOMO, eV: -15.87
Largest force on an atom, Eh/bohr: 0.042
Kohn-Sham gap, eV: 10.95

***

- Among the records above, which one has the highest largest force on an atom?
  C28H49N7